(1)
{
  "formula": "C41H53FN6O16S",
  "method": "ωB97M-V/def2-TZVPD",
  "e_homo_ev": -8.859,
  "smiles": "CCCN[C@@]1(C[C@H](O)CN)[C@H](S(=O)(=O)F)OC(=O)[C@]1(CCCOC)OC[C@@H](C)O.O=[N+]([O-])c1ccccc1.O=[N+]([O-])c1ccccc1.O=[N+]([O-])c1ccccc1.O=[N+]([O-])c1ccccc1",
  "de_lowest_kcal_mol": 12.5,
  "gap_ev": 8.19,
  "total_energy_ha": -3624.086731,
  "molar_mass_da": 936.966,
  "lumo_energy_ev": -0.67,
  "symbols": ["S", "F", "O", "O", "O", "O", "O", "O", "O", "O", "O", "O", "O", "O", "O", "O", "O", "O", "N", "N", "N", "N", "N", "N", "C", "C", "C", "C", "C", "C", "C", "C", "C", "C", "C", "C", "C", "C", "C", "C", "C", "C", "C", "C", "C", "C", "C", "C", "C", "C", "C", "C", "C", "C", "C", "C", "C", "C", "C", "C", "C", "C", "C", "C", "C", "H", "H", "H", "H", "H", "H", "H", "H", "H", "H", "H", "H", "H", "H", "H", "H", "H", "H", "H", "H", "H", "H", "H", "H", "H", "H", "H", "H", "H", "H", "H", "H", "H", "H", "H", "H", "H", "H", "H", "H", "H", "H", "H", "H", "H", "H", "H", "H", "H", "H", "H", "H", "H"],
  "coordinates": [[2.77031, -1.62688, -3.27343], [3.75611, -0.50809, -3.67663], [11.36740, -3.22883, 5.36582], [5.52114, 2.02376, 4.38397], [0.99435, 0.25471, -3.77584], [10.09138, -2.77589, 3.69693], [-6.17596, -1.96684, 0.42877], [0.17447, 2.36388, -3.62456], [-8.67398, 4.22456, -2.01811], [-7.51000, 2.67605, -1.08853], [5.56653, 0.27465, 3.13742], [-6.55471, -1.99061, -1.68362], [-4.09234, 2.51324, -0.74522], [-4.25362, -0.82366, -3.61404], [3.95156, -0.06312, -0.73983], [2.50456, -2.37096, -4.46097], [3.27321, -2.38230, -2.18061], [-1.09275, 1.20298, -0.98426], [-7.89929, 3.29040, -2.06025], [0.19188, -1.24112, -0.57515], [10.27744, -3.11109, 4.84823], [6.10619, 1.18919, 3.73022], [4.25293, 2.09445, 0.82006], [-6.82565, -1.65392, -0.54883], [9.60201, 2.35575, 4.28494], [-1.72245, 2.44566, -1.32296], [6.87554, -3.94611, 7.20099], [9.64451, 0.43293, 2.83648], [0.76328, -0.29344, -1.53249], [1.17818, -0.83021, -2.89947], [-7.81927, 3.55310, -4.50955], [7.83754, -3.29157, 5.09883], [0.09470, -3.33255, 0.65877], [-10.15987, 0.87112, -0.02236], [-2.55254, -1.09710, -1.84668], [-9.83666, 0.40632, -1.28976], [-4.27073, -2.05209, -4.30413], [1.62742, 0.77566, -0.77794], [-1.61482, -0.28498, -2.75321], [7.57087, 1.28230, 3.65045], [-7.99592, -0.78871, -0.36010], [8.14284, -4.03214, 7.76222], [8.21978, 2.28724, 4.34415], [-7.36891, 3.13073, -5.75076], [-7.40875, 2.86638, -3.38063], [-2.63200, 4.13535, 0.38238], [3.10070, 0.96902, -1.15530], [-6.52052, 2.03328, -5.84871], [-2.76849, 2.74601, -0.25312], [6.72346, -3.57368, 5.87204], [-0.48842, 0.50994, -2.03440], [9.26224, -3.75362, 6.99521], [-6.55785, 1.78184, -3.46083], [-6.11320, 1.36196, -4.70299], [0.92619, -2.46898, -0.31124], [0.38396, -2.88318, 2.10742], [-4.02910, -0.95574, -2.22661], [-9.39863, 0.49456, 1.07609], [-8.74712, -0.42942, -1.46491], [-8.30828, -0.34309, 0.91123], [0.19460, 1.24547, -3.18059], [3.59113, 2.29707, -0.46165], [8.26277, 0.35605, 2.89240], [10.31426, 1.42778, 3.53548], [9.09203, -3.39100, 5.67217], [-8.49012, -0.78886, -2.45060], [3.46407, -0.78428, -0.33816], [-2.43217, -0.91281, -0.78476], [4.31377, 2.80066, -1.10080], [-4.51834, -0.13796, -1.69693], [-2.22885, 0.45199, -3.27330], [5.73626, -3.50494, 5.43663], [5.18066, 1.72988, 0.67546], [2.76213, 2.98211, -0.28508], [0.51123, -1.67727, -3.07171], [-0.50066, -2.95088, 2.73602], [-8.48127, 4.40247, -4.43045], [-2.59731, 2.02096, 0.54425], [6.00366, -4.17062, 7.80114], [1.61720, 0.52678, 0.28535], [-0.95611, 3.22141, -1.28742], [-2.14811, 2.47616, -2.32388], [11.39436, 1.47916, 3.49749], [-3.41509, 4.81394, 0.05707], [10.12486, 3.13134, 4.82731], [-0.10066, -0.77184, 0.26818], [7.73985, -0.41948, 2.35263], [-11.00679, 1.53107, 0.10961], [1.19315, 1.76974, -0.83447], [-6.24142, 1.25929, -2.57021], [-0.95204, -3.11528, 0.45754], [1.17441, -3.49767, 2.53283], [10.24937, -3.82148, 7.42741], [7.72268, -3.00094, 4.06522], [10.19936, -0.28791, 2.25298], [7.66288, 3.00601, 4.92637], [-9.65281, 0.85753, 2.06209], [-6.17720, 1.70123, -6.81988], [-7.71336, -0.63693, 1.76320], [3.71493, 1.46536, 1.39760], [-4.90132, -2.80068, -3.82411], [-5.45718, 0.50960, -4.76480], [-4.54445, -1.85872, -1.87755], [-7.68326, 3.65552, -6.64254], [-4.46242, 1.78605, -0.24501], [-2.30791, -2.15112, -1.98917], [8.25910, -4.31933, 8.79802], [1.03171, -3.01664, -1.24309], [-2.76150, 4.02486, 1.45804], [-10.43189, 0.69982, -2.14361], [3.16083, 1.16949, -2.22851], [0.72383, -1.84754, 2.13017], [0.34626, -4.37610, 0.50193], [-1.26016, -0.94626, -3.54075], [-4.69281, -1.85619, -5.29025], [-1.63338, 4.53052, 0.22459], [1.90502, -2.31000, 0.16182], [-3.25861, -2.42371, -4.48631]],
  "mulliken_charge": [1.405, -0.215, -0.614, -0.623, -0.446, -0.601, -0.644, -0.589, -0.669, -0.540, -0.613, -0.590, -0.326, 0.008, -0.635, -0.732, -0.544, -0.417, 1.147, -0.076, 1.047, 1.113, -0.493, 1.052, -0.422, -0.329, -0.427, -0.502, 2.557, -1.143, -0.631, -0.253, -0.480, -0.375, -0.929, -0.732, -0.979, -1.265, -1.598, -0.021, 0.109, -0.395, -0.376, -0.423, -0.613, -1.520, 0.292, -0.607, 0.281, -0.498, 0.214, -0.422, 0.432, -0.574, -0.377, -1.226, -0.306, -0.483, -0.065, -0.449, -0.263, -1.120, -0.168, -0.506, 0.149, 0.451, 0.373, 0.524, 0.433, -0.463, 0.873, 0.406, 0.268, 0.342, 0.637, 0.398, 0.508, 0.224, 0.375, 0.528, 0.160, 0.359, 0.392, 0.367, 0.383, 0.569, 0.501, 0.406, 0.074, 0.589, 0.128, 0.297, 0.448, 0.418, 0.369, 0.465, 0.396, 0.450, 0.482, 0.239, 0.362, 0.552, 0.799, 0.389, 0.176, 0.258, 0.372, 0.392, 0.343, 0.416, 0.383, 0.322, 0.467, 0.483, 0.302, 0.407, -0.012, 0.254]
}

---

(2)
{
  "formula": "C16H11F5O2",
  "method": "ωB97M-V/def2-TZVPD",
  "e_homo_ev": -9.192,
  "smiles": "O[C@@H]1CCc2c(Oc3cc(F)cc(F)c3)ccc(C(F)(F)F)c21",
  "gap_ev": 9.71,
  "total_energy_ha": -1266.128473,
  "molar_mass_da": 330.252,
  "lumo_energy_ev": 0.52,
  "symbols": ["F", "F", "F", "F", "F", "O", "O", "C", "C", "C", "C", "C", "C", "C", "C", "C", "C", "C", "C", "C", "C", "C", "C", "H", "H", "H", "H", "H", "H", "H", "H", "H", "H", "H"],
  "coordinates": [[2.88711, -3.38686, -0.86260], [1.18820, 5.34926, -0.48648], [-3.52805, 5.18778, -0.75593], [4.23724, -2.10141, 0.34687], [3.89537, -1.70342, -1.77550], [-1.15526, 1.27767, 0.57473], [1.23073, -3.51399, 1.99597], [-2.35602, 4.57050, -0.46185], [-0.08899, -0.70251, 2.66703], [3.32487, -2.11027, -0.60837], [1.77380, -2.20738, 2.20703], [1.48547, -1.33380, 0.99441], [0.42629, 0.37476, -0.95940], [-2.30211, 3.25068, -0.07799], [1.06113, -1.46105, 3.32936], [2.10137, -1.24655, -0.26357], [-1.17951, 5.26695, -0.60623], [0.38960, -0.47986, 1.28091], [1.52684, -0.44388, -1.23921], [0.03144, 4.65651, -0.39461], [0.07045, 3.32366, -0.00695], [-0.12918, 0.40978, 0.31235], [-1.09324, 2.58623, 0.13298], [1.76449, -0.74565, 3.75299], [0.74047, -2.13223, 4.12743], [2.83415, -2.30467, 2.42776], [-3.24640, 2.72800, 0.11816], [-1.21280, 6.30516, -0.92388], [-1.01765, -1.26870, 2.68401], [0.04465, 0.98031, -1.77491], [-0.28442, 0.26820, 3.11747], [1.58233, -3.86891, 1.17119], [1.03127, 2.87004, 0.19777], [1.95840, -0.40233, -2.24891]],
  "mulliken_charge": [-0.271, -0.299, -0.303, -0.248, -0.284, -0.476, -0.574, 0.123, -0.845, 1.071, 0.040, 0.189, -0.084, -0.514, -0.895, -0.061, -0.367, 0.458, -0.933, -0.096, 0.029, -0.196, 0.158, 0.336, 0.363, 0.338, 0.417, 0.443, 0.335, 0.493, 0.325, 0.385, 0.526, 0.415]
}

---

(3)
{
  "formula": "C3H9NO",
  "method": "ωB97M-V/def2-TZVPD",
  "e_homo_ev": -8.460,
  "smiles": "CNCOC",
  "de_lowest_kcal_mol": 53.4,
  "gap_ev": 9.62,
  "total_energy_ha": -249.628538,
  "molar_mass_da": 75.111,
  "lumo_energy_ev": 1.16,
  "symbols": ["O", "N", "C", "C", "C", "H", "H", "H", "H", "H", "H", "H", "H", "H"],
  "coordinates": [[1.24460, -0.03670, -0.74277], [-0.52657, -1.01888, 0.49029], [2.12975, 1.07503, -0.76018], [-0.14095, 0.16423, -0.26353], [-1.94344, -1.07450, 0.78760], [-2.50225, -0.95402, -0.22846], [-0.15143, 1.08671, 0.37336], [2.14545, 1.68396, -1.69727], [-2.32350, -1.99007, 1.16478], [1.80261, 1.65310, 0.11631], [-2.33329, -0.18499, 1.30834], [0.23233, -1.51922, 1.08926], [-0.81150, 0.28715, -1.08888], [3.17819, 0.82820, -0.54886]],
  "mulliken_charge": [-0.377, -0.218, -0.604, -0.346, -0.821, 0.232, 0.255, 0.225, 0.345, 0.301, 0.281, 0.249, 0.234, 0.243]
}

---

(4)
{
  "formula": "C3H8N2O2",
  "method": "ωB97M-V/def2-TZVPD",
  "e_homo_ev": -9.573,
  "smiles": "NC(=O)O.C=NC",
  "de_lowest_kcal_mol": 29.0,
  "gap_ev": 9.91,
  "total_energy_ha": -379.094720,
  "molar_mass_da": 104.109,
  "lumo_energy_ev": 0.34,
  "symbols": ["O", "O", "N", "N", "C", "C", "C", "H", "H", "H", "H", "H", "H", "H", "H"],
  "coordinates": [[0.00312, 0.46371, 1.13558], [-1.99853, 0.33953, 0.03747], [-1.10940, 2.36560, 0.57368], [1.21016, -1.29101, -0.24172], [-1.08053, 0.98528, 0.54583], [2.20656, -0.73524, -1.18784], [0.47696, -2.27688, -0.67144], [-0.41215, -2.52528, -0.08611], [-1.95919, 2.79176, 0.31798], [1.70370, 0.02178, -1.85645], [0.45607, -0.30843, 0.52147], [-0.49273, 2.84959, 1.24285], [2.67415, -1.53614, -1.79541], [2.97010, -0.23668, -0.56873], [0.70013, -2.84361, -1.60313]],
  "mulliken_charge": [-0.583, -0.615, -0.411, -0.313, 0.664, -0.820, -0.181, 0.251, 0.224, 0.269, 0.392, 0.228, 0.360, 0.274, 0.261]
}

---

(5)
{
  "formula": "C37H32AsBrINO2PRu",
  "method": "ωB97M-V/def2-TZVPD",
  "e_homo_ev": [-16.052, -16.051],
  "de_lowest_kcal_mol": 2.1,
  "gap_ev": [4.74, 4.74],
  "charge": 3,
  "total_energy_ha": -7177.151779,
  "molar_mass_da": 936.442,
  "lumo_energy_ev": [-11.31, -11.31],
  "symbols": ["I", "Ru", "Br", "As", "P", "O", "O", "N", "C", "C", "C", "C", "C", "C", "C", "C", "C", "C", "C", "C", "C", "C", "C", "C", "C", "C", "C", "C", "C", "C", "C", "C", "C", "C", "C", "C", "C", "C", "C", "C", "C", "C", "C", "C", "C", "H", "H", "H", "H", "H", "H", "H", "H", "H", "H", "H", "H", "H", "H", "H", "H", "H", "H", "H", "H", "H", "H", "H", "H", "H", "H", "H", "H", "H", "H", "H", "H"],
  "coordinates": [[-0.22044, -0.32870, 2.58426], [0.08141, -0.43564, -0.05534], [2.04564, -1.75598, -2.91913], [2.44676, 0.44073, 0.30654], [-1.45054, -2.23444, 0.06358], [-2.03340, 2.65915, -1.13430], [-0.71186, 1.29674, 0.03668], [0.04145, -0.02155, -2.12950], [-0.60892, -3.65458, -2.24047], [1.18194, -5.25702, -2.10394], [3.69355, 3.76169, 0.79500], [-2.83642, -3.51590, 5.12531], [-2.71951, -3.77959, 3.74110], [1.43817, -4.88682, -0.79017], [-1.29252, 1.73659, -1.13609], [3.68455, 2.88988, -0.29734], [-3.63511, -2.30205, -1.68363], [-5.30730, -0.56850, -1.68046], [3.99507, -0.51521, -0.34506], [6.02779, 3.31758, -0.65660], [-1.42825, -1.77590, 3.52574], [-3.39494, -0.35849, -0.24598], [-3.30767, -4.95253, 3.21505], [4.85845, 4.41382, 1.15204], [-0.69824, 0.73286, -4.69943], [2.92434, 0.79117, 2.14456], [0.26771, -0.23059, -4.49705], [0.62600, -3.95233, -0.16867], [-0.40592, -3.33025, -0.89204], [0.62793, -0.56397, -3.19256], [-0.84182, 0.98320, -2.34559], [2.43160, 2.18174, -0.66801], [-1.53620, -1.53181, 4.86812], [-2.90250, -1.57401, -0.73839], [-2.53866, -4.37634, 1.03659], [-1.24742, 1.38145, -3.59250], [0.15867, -4.64461, -2.82404], [-2.01469, -2.88059, 2.88014], [4.86127, 2.67093, -1.01833], [-2.26813, -2.40893, 5.68333], [-3.20962, -5.25992, 1.88884], [-4.59260, 0.14314, -0.72443], [6.02675, 4.18626, 0.43090], [-1.96275, -3.20310, 1.49498], [-4.83470, -1.78999, -2.14794], [-3.83629, -5.60898, 3.89421], [3.99812, -1.52830, 0.05480], [2.38322, 1.89549, -1.72015], [0.76094, -0.71843, -5.32541], [3.92240, 1.23031, 2.13482], [-2.86042, 0.19161, 0.52290], [-0.99556, 1.00292, -5.70406], [2.23028, -5.36770, -0.23294], [-0.02915, -4.93655, -3.84836], [0.74682, -3.76221, 0.89191], [-3.31290, -3.27528, -2.02276], [-3.64682, -6.16269, 1.48774], [-2.49112, -4.63578, -0.01618], [2.77545, 3.94727, 1.34108], [4.86493, 0.02663, 0.02664], [4.84879, 2.01473, -1.88138], [6.93664, 4.70264, 0.70649], [2.94187, -0.15024, 2.69127], [-1.37054, -3.15649, -2.82299], [-1.05994, -0.67344, 5.32448], [3.99890, -0.53933, -1.42776], [-6.24513, -0.17906, -2.05234], [4.86433, 5.11031, 1.97899], [6.93673, 3.16498, -1.22177], [-2.35722, -2.20412, 6.74040], [-3.38635, -4.21975, 5.73569], [-5.41069, -2.35294, -2.86949], [1.51504, 2.68169, -0.35958], [-4.97119, 1.08090, -0.34237], [-1.96046, 2.18951, -3.68676], [2.22851, 1.48332, 2.61517], [1.77580, -6.03155, -2.57038]],
  "mulliken_charge": [0.556, 0.030, 0.069, 1.165, 0.846, -0.493, -0.522, 0.701, -0.451, -0.705, -0.243, -0.866, 0.867, -0.806, 0.186, 0.055, -0.676, -0.638, -1.309, -0.777, 0.237, -0.762, -0.773, -0.749, -0.716, -1.532, -0.624, -0.789, 1.085, -0.451, 0.688, -0.927, -0.843, 1.554, -0.816, -0.635, -0.828, 0.432, -0.212, -0.981, -1.201, -0.665, -0.465, 1.665, -0.848, 0.465, 0.439, 0.505, 0.584, 0.492, 0.396, 0.508, 0.539, 0.492, 0.461, 0.448, 0.485, 0.324, 0.445, 0.492, 0.441, 0.435, 0.502, 0.492, 0.431, 0.369, 0.466, 0.447, 0.444, 0.437, 0.450, 0.490, 0.615, 0.510, 0.624, 0.468, 0.472]
}

---

(6)
{
  "formula": "C3H11NO2",
  "method": "ωB97M-V/def2-TZVPD",
  "e_homo_ev": [-15.063, -14.952],
  "s2": 0.755,
  "de_lowest_kcal_mol": 44.0,
  "gap_ev": [11.84, 6.28],
  "spin_multiplicity": 2,
  "charge": 1,
  "total_energy_ha": -325.753477,
  "molar_mass_da": 93.126,
  "lumo_energy_ev": [-3.23, -8.67],
  "symbols": ["O", "O", "N", "C", "C", "C", "H", "H", "H", "H", "H", "H", "H", "H", "H", "H", "H"],
  "coordinates": [[2.61490, -0.91163, -0.24151], [-1.93927, -0.32836, 2.19249], [-0.16166, 0.10997, -0.90968], [-1.70464, -0.76593, 0.82127], [0.78097, 1.19422, -1.21605], [-1.11813, 0.47993, 0.14508], [-1.00077, -1.61966, 0.79004], [2.42299, -1.84557, -0.10640], [0.31137, 1.84394, -1.95589], [-0.82686, 1.18276, 0.97211], [-1.11949, -0.20280, 2.68062], [1.64300, 0.79009, -1.77374], [3.14894, -0.91026, -1.04155], [-1.92049, 1.10755, -0.26927], [1.21122, 1.66957, -0.35423], [0.38129, -0.66759, -0.48145], [-2.72336, -1.12622, 0.74816]],
  "lowdin_spin": [0.005, 0.031, 0.660, 0.000, 0.067, 0.097, 0.000, 0.000, 0.011, 0.047, 0.000, 0.001, 0.000, 0.030, 0.031, 0.022, 0.000]
}